Formula: C4H8N2O
Source: the OMol25 dataset
Level of theory: wB97M-V/def2-TZVPD

```
15
Properties=species:S:1:pos:R:3:forces:R:3:lowdin_charge:R:1
C -2.179 0.583 0.583 0.427 0.272 -0.172 -0.1287
N -0.828 -0.008 0.673 1.371 1.348 1.029 -0.0753
C 0.471 0.100 -0.490 -1.404 -0.016 1.215 -0.0895
C 1.959 -0.365 -0.287 -0.744 -0.263 0.309 -0.2138
O 2.887 0.678 -0.113 -0.413 0.127 0.300 -0.0548
C -0.424 -0.887 -0.957 0.466 -1.402 -2.800 -0.4135
N -0.987 -1.748 -1.497 -0.198 -0.141 0.005 0.1321
H -3.015 -0.138 0.456 0.826 -0.069 -0.086 0.0835
H -2.384 1.146 1.504 0.060 0.018 -0.282 0.0686
H -2.239 1.267 -0.266 0.087 0.024 0.093 0.0784
H -0.806 -0.777 1.337 0.689 0.136 -0.494 0.1050
H 0.496 1.077 -1.006 -0.618 -0.413 0.552 0.1502
H 2.298 -0.884 -1.205 -0.673 0.297 0.271 0.1405
H 1.999 -1.113 0.510 0.037 0.059 0.103 0.1228
H 2.753 1.067 0.759 0.085 0.023 -0.044 0.0947
```
Positions in Å, forces in eV/Å.

Properties
frontier orbital gap = 8.86 eV
DFT total energy = -9301.67814 eV
HOMO level = -0.30367 Ha
ΔE to the lowest compared entry with this formula, charge and spin = 108.73 kcal/mol